Entry 1:
C24H43GdN2P3SSe | ωB97M-V/def2-TZVPD

For the relative energy (zero: lowest compared OMol25 entry of this formula, charge and spin), the calculation gives 23.2 kJ/mol. Its orbital gap (alpha / beta) is 0.24145 / 0.17974 Ha. As for the expectation value of S²: 16.059. Its largest force on an atom is 3.1 eV/Å. Its spin multiplicity is 8. As for the total charge: +3.

Last column: Löwdin spin population.
Element x y z (Å)
Gd: -0.9961 0.1680 -0.4398  6.8289
Se: -1.0954 2.2769 -2.0582  -0.0196
S: -1.2439 -4.6643 -0.7775  0.0001
P: -0.2515 2.1540 1.3773  0.0284
P: 1.1723 -1.1402 1.6549  -0.0084
P: -3.6811 0.3885 0.0331  0.1039
N: -2.0893 -2.6074 0.7708  -0.0010
N: -0.7580 -2.1613 -1.1518  -0.0117
C: -0.5050 1.8173 3.1556  0.0080
C: -0.3777 3.5295 -3.6349  -0.0072
C: 2.6919 -0.4895 2.4534  -0.0008
C: -0.7765 5.5030 -5.0291  -0.0003
C: -4.5460 -1.0766 -0.6515  0.0156
C: 0.9445 3.4831 -4.1088  -0.0010
C: -4.0252 0.5200 1.8327  0.0201
C: 1.8008 -3.1573 -3.7362  0.0000
C: 1.6087 -4.5561 -3.6558  -0.0001
C: 0.6573 -5.0937 -2.7961  0.0001
C: 0.3149 -1.7148 3.1727  -0.0002
C: -4.5026 1.7658 -0.8510  0.0175
C: -1.2412 4.5108 -4.1161  -0.0010
C: 1.8391 -2.7670 1.1405  -0.0008
C: 0.9917 -2.2970 -2.9770  0.0003
C: 1.4158 4.4755 -5.0047  -0.0001
C: -0.1163 -4.2262 -2.0517  0.0001
C: 1.4005 2.9349 1.4399  0.0062
C: 2.8642 1.3544 -2.0962  0.0000
C: 3.4091 0.5312 -1.1888  0.0001
C: 0.0130 -2.8316 -2.1370  0.0007
C: -1.3804 -3.0233 -0.3547  -0.0006
C: -1.2726 3.6531 1.1026  0.0078
C: 0.5494 5.4709 -5.4742  -0.0004
H: 1.8156 3.0099 0.4264  0.0003
H: -3.6261 -0.3475 2.3824  0.0000
H: 0.8984 6.2097 -6.1984  0.0000
H: 1.5990 2.6835 -3.7409  -0.0001
H: 0.5252 -6.1742 -2.6701  0.0000
H: -1.6462 -1.8389 1.2895  -0.0021
H: 1.0636 -1.9886 3.9224  -0.0001
H: -1.4207 1.2325 3.3110  0.0002
H: 1.0921 -3.5603 1.2261  0.0000
H: -2.2796 4.5239 -3.7665  -0.0001
H: 2.6027 -2.7688 -4.3805  0.0000
H: -2.3401 3.4541 1.2621  0.0001
H: 3.1159 -1.2830 3.0796  -0.0002
H: -4.2065 -2.0006 -0.1615  0.0001
H: -4.2144 1.7368 -1.9132  0.0002
H: 2.4609 4.4745 -5.3405  -0.0002
H: 2.4939 0.3758 3.0921  0.0000
H: -1.4518 6.2892 -5.3839  -0.0001
H: -2.2394 -3.3860 1.3996  -0.0001
H: -0.3172 -0.9296 3.5947  0.0000
H: 3.7680 0.9115 -0.2281  0.0000
H: 2.1845 -2.7263 0.1043  0.0000
H: -4.2877 -1.1881 -1.7166  0.0004
H: -3.4955 1.3834 2.2656  0.0004
H: 2.1910 -5.2127 -4.3018  0.0000
H: 2.0825 2.3486 2.0679  -0.0001
H: 1.1213 -1.2143 -3.0329  0.0004
H: -0.2965 -2.5973 2.9684  0.0000
H: -5.0941 0.6069 2.0710  0.0048
H: 3.4395 -0.5493 -1.3882  0.0000
H: -1.1347 4.0104 0.0711  -0.0001
H: 3.4351 -0.2062 1.7018  0.0000
H: 2.6900 -3.0262 1.7809  -0.0002
H: -5.6390 -0.9812 -0.5707  0.0042
H: 1.2686 3.9396 1.8676  0.0014
H: 2.7600 2.4251 -1.8812  -0.0001
H: -0.9155 4.4126 1.8092  0.0016
H: 2.4418 0.9462 -3.0208  0.0000
H: 0.3492 1.2574 3.5575  0.0000
H: -0.8376 0.6610 -2.4099  -0.0015
H: -5.5982 1.7145 -0.7713  0.0044
H: -0.5933 2.7831 3.6697  0.0018
H: -4.1545 2.7445 -0.4991  -0.0001

---

Entry 2:
C77H53InNO11S | ωB97M-V/def2-TZVPD

Its orbital gap is 0.19056 Ha. Its largest force on an atom is 9.0 eV/Å. Its spin multiplicity is 1. As for the total charge: -1.

Last column: Mulliken charge in e.
Element x y z (Å)
In: -0.9357 0.2291 -2.3397  0.7763
S: 0.3978 -1.0267 -0.5685  -0.4694
O: 2.7431 5.0837 2.9136  -0.6388
O: 1.5634 -0.5147 4.7007  -0.7283
O: 4.2599 13.3035 8.8176  -0.6846
O: -5.4708 -4.4577 -7.2528  -0.6603
O: -0.9418 4.1644 -2.0704  -0.6461
O: 5.9526 6.1026 7.0572  -0.6721
O: -1.5762 -12.5454 -5.7822  -0.6778
O: -5.9700 -11.3258 -8.5600  -0.6900
O: 8.1613 10.0339 7.2060  -0.6807
O: -9.8645 -3.2381 -10.0306  -0.6937
O: -0.1766 -5.5204 5.3517  -0.7009
N: 1.2901 3.5240 -1.0229  0.0462
C: 0.6360 -2.1068 6.1561  0.1795
C: 1.7591 4.4925 5.4620  -0.6853
C: 0.8660 -3.9629 3.9370  0.3286
C: 7.5897 12.0634 8.2391  0.1154
C: -4.7870 -13.8072 -9.0702  -0.5094
C: -2.4273 -1.9202 -4.2265  0.0934
C: -8.8410 -3.5064 -9.4137  0.5879
C: -4.9464 -11.5941 -7.9431  0.6173
C: -2.4419 -14.4067 -7.6786  -0.5219
C: -4.1285 -15.0163 -9.2986  -0.4518
C: 0.1562 -3.4059 6.3181  0.2668
C: 1.0118 -4.8927 2.8992  -0.6217
C: 0.1300 3.3471 -1.9773  0.3133
C: -6.8465 -7.2241 -10.0813  -0.4989
C: -8.1615 -4.8019 -9.6186  0.1862
C: 1.1924 -1.6720 4.8594  0.6024
C: 9.2436 13.6487 9.0246  -0.4851
C: -4.9715 -9.3687 -6.8298  -0.7637
C: 0.5872 -1.2055 7.2265  -0.6295
C: 0.1926 2.0928 -3.0310  -0.8160
C: -3.2345 -10.9496 -6.2509  0.2475
C: 5.1551 12.5417 8.4734  0.6930
C: 4.8338 11.2198 7.8994  0.2508
C: -0.9711 -1.1662 -4.1787  -0.6740
C: 4.8559 5.8044 3.6414  -0.0234
C: 5.2267 5.8429 6.1054  -0.0045
C: -8.0231 -6.9286 -10.7692  -0.5133
C: -6.4615 -4.1647 -7.9122  0.4871
C: 4.2007 8.7357 6.7825  0.2474
C: -2.9520 -15.3118 -8.6106  -0.4488
C: -4.3701 -10.6237 -6.9910  0.3329
C: 1.3022 -2.6507 3.7597  0.4401
C: -0.4548 -2.8949 8.6052  -0.4295
C: 5.8513 10.3742 7.4602  -0.1424
C: 6.5713 12.9296 8.6350  0.0916
C: -4.2670 -12.8896 -8.1480  0.1713
C: 2.0008 -3.1851 1.5026  -0.6696
C: 7.4203 6.8233 3.1995  -0.6101
C: -6.9986 -5.1081 -8.9129  0.1687
C: 2.1901 4.4287 7.8392  -0.6193
C: -3.1041 -13.1958 -7.4423  0.1431
C: -6.6066 -1.9443 -6.8004  -0.3922
C: -8.2646 -2.5360 -8.4616  0.4658
C: 6.8901 14.1689 9.2054  -0.5378
C: 3.1832 9.5724 7.2401  -0.8501
C: 3.4904 5.2885 3.8632  0.4120
C: 8.9284 12.4211 8.4400  -0.4948
C: 3.8860 5.2638 6.3226  0.4800
C: 0.8050 4.1261 0.3104  -0.5831
C: -0.4012 -3.7976 7.5422  -0.5877
C: 1.5832 -4.5030 1.6860  -0.5870
C: 0.2479 -4.3800 5.2114  0.5782
C: -3.3165 -8.7846 -5.1672  -0.5874
C: -2.7121 -10.0320 -5.3298  -0.5512
C: 0.0475 -1.6031 8.4508  -0.4671
C: 6.6007 6.5079 2.1161  -0.6190
C: -6.3364 -6.3190 -9.1492  -0.5987
C: 1.3371 4.2002 6.7598  -0.5766
C: 5.6844 6.0966 4.7241  1.1667
C: -4.4406 -8.4501 -5.9217  -0.5050
C: 7.2661 10.7706 7.6037  0.5415
C: 5.5341 9.1335 6.8915  -0.2638
C: 5.3173 6.0046 2.3346  -0.4776
C: -8.8660 -1.2810 -8.3004  -0.6445
C: -2.5670 -12.2524 -6.4416  0.6031
C: 3.4618 4.9642 7.6238  -0.6332
C: -7.2110 -0.6969 -6.6378  -0.6252
C: -7.1291 -2.8619 -7.7215  0.0674
C: -8.3352 -0.3624 -7.3923  -0.3652
C: 3.4965 10.8155 7.7940  -0.7749
C: 2.3339 4.4531 -1.6682  -0.5969
C: 8.2255 14.5256 9.3981  -0.4424
C: -8.6815 -5.7195 -10.5408  -0.5656
C: -3.4934 -2.8200 -4.5247  -0.5589
C: 6.9657 6.6183 4.5029  -0.7734
C: 3.0401 5.0163 5.2425  0.5528
C: 1.8619 -2.2581 2.5366  -0.9007
H: 1.0895 4.3069 4.6238  0.5193
H: 7.6131 6.8616 5.3436  0.5370
H: -1.8318 -10.2843 -4.7408  0.4537
H: 2.9633 3.9148 -2.5106  0.2390
H: 6.3234 8.4730 6.5365  0.6022
H: -5.8513 -9.1009 -7.4127  0.5478
H: -0.0459 -1.8754 -4.0776  0.2385
H: -0.7902 -4.8060 7.6718  0.4453
H: 1.0117 5.2863 0.3518  0.2023
H: -2.4319 -16.2487 -8.7980  0.3861
H: -0.8645 -0.5314 -5.1780  0.1922
H: 2.4393 -2.8794 0.5551  0.7591
H: 2.6959 11.4641 8.1459  0.4438
H: 8.4713 15.4863 9.8452  0.3869
H: 0.0172 -0.9036 9.2832  0.3833
H: -8.8006 0.6135 -7.2725  0.3838
H: -9.5964 -5.4931 -11.0856  0.4469
H: -2.6211 0.5452 -1.8096  -0.2993
H: -5.4202 -6.5587 -8.6120  0.5689
H: 1.8653 5.4752 -2.0066  0.3253
H: 6.9598 6.6557 1.1000  0.4075
H: 0.7013 -2.3123 -1.1057  0.0321
H: -0.8839 -3.2020 9.5565  0.3761
H: -6.8016 0.0157 -5.9250  0.4521
H: 0.6854 -5.9228 3.0331  0.4338
H: -0.3436 2.4305 -4.0397  0.2680
H: -8.4257 -7.6380 -11.4889  0.3904
H: -1.5257 -14.6465 -7.1414  0.4484
H: 1.7003 -5.2279 0.8833  0.3923
H: -5.7263 -2.1966 -6.2114  0.4028
H: 2.1444 9.2582 7.1640  0.4321
H: 1.8648 4.1920 8.8499  0.4033
H: 10.2841 13.9214 9.1864  0.3852
H: -6.3265 -8.1610 -10.2686  0.4443
H: 3.9566 7.7704 6.3444  0.1511
H: -9.7459 -1.0132 -8.8833  0.4447
H: 1.3101 1.7356 -3.2140  0.2119
H: -0.3571 3.9955 0.4675  0.3277
H: 4.1205 5.1425 8.4723  0.4675
H: -4.9061 -7.4742 -5.8019  0.4922
H: -2.9070 -8.0720 -4.4544  0.4312
H: 3.1159 4.7005 -0.8012  0.0632
H: 1.3417 3.5180 1.1606  0.1767
H: -5.7019 -13.5808 -9.6149  0.4503
H: 0.3437 3.7899 6.9279  0.4577
H: 0.9728 -0.1938 7.1116  0.5808
H: 9.7286 11.7438 8.1462  0.4468
H: -4.5311 -15.7257 -10.0183  0.3829
H: -4.5194 -3.4038 -4.4967  0.2826
H: 4.6811 5.7655 1.4841  0.6356
H: 8.4172 7.2242 3.0293  0.3961
H: 6.1005 14.8561 9.5044  0.4489
H: 2.1947 -1.2322 2.3879  0.4882

---

Question: Look up the spin multiplicity of the first one.
Answer: 8